{
  "formula": "C2H24MnO17",
  "method": "ωB97M-V/def2-TZVPD",
  "s_squared": 8.752,
  "relative_energy_kj_mol": 0.0,
  "multiplicity": 6,
  "lumo_energy_ha": [-0.0166, -0.0173],
  "mol_weight_g_mol": 375.13,
  "total_charge": 0,
  "e_tot_ev": -68595.9006,
  "gap_ha": [0.3223, 0.3555],
  "symbols": ["Mn", "C", "O", "O", "O", "H", "C", "O", "O", "O", "H", "O", "H", "H", "O", "H", "H", "O", "H", "H", "O", "H", "H", "O", "H", "H", "O", "H", "H", "O", "H", "H", "O", "H", "H", "O", "H", "H", "O", "H", "H", "O", "H", "H"],
  "coordinates": [[-1.348, -1.819, -0.205], [-2.926, -1.549, -2.156], [-3.236, -1.244, -1.005], [-3.895, -1.788, -3.092], [-1.731, -1.806, -2.385], [-4.791, -1.630, -2.921], [-0.827, 0.656, 0.498], [-0.455, 0.129, -0.589], [-0.498, 1.867, 0.853], [-1.511, -0.080, 1.269], [0.133, 2.305, 0.305], [-1.945, -1.201, 3.696], [-1.188, -1.554, 4.116], [-1.678, -0.533, 3.058], [2.206, 0.206, -2.935], [2.670, 0.971, -2.639], [1.262, 0.326, -2.749], [1.924, 2.422, -0.009], [1.972, 1.453, 0.190], [1.567, 2.459, -0.879], [2.257, -0.291, 0.355], [3.042, -0.822, 0.628], [1.686, -0.290, 1.130], [3.092, 2.377, 2.404], [3.786, 1.740, 2.116], [2.778, 2.563, 1.517], [1.021, 3.017, -2.437], [1.412, 3.393, -3.210], [0.472, 2.337, -2.801], [0.037, -2.411, 1.587], [0.371, -1.870, 2.287], [-0.126, -3.265, 1.998], [0.782, -2.233, -1.010], [0.790, -2.559, -1.928], [1.385, -1.484, -0.986], [-0.450, 0.952, -3.091], [-0.864, 0.248, -3.548], [-0.509, 0.789, -2.117], [-2.651, -2.649, 1.525], [-2.437, -2.018, 2.273], [-3.552, -2.733, 1.717], [0.540, 1.775, 3.368], [-0.026, 1.769, 2.604], [1.459, 2.074, 3.196]],
  "mulliken_charge": [0.71, 0.93, -0.65, -0.50, -0.73, 0.33, 0.69, -0.07, -0.58, -0.70, 0.42, -0.72, 0.27, 0.47, -0.69, 0.34, 0.30, -0.89, 0.54, 0.30, -0.66, 0.27, 0.25, -0.73, 0.30, 0.47, -0.63, 0.27, 0.44, -0.45, 0.24, 0.28, -0.53, 0.32, 0.27, -0.83, 0.29, 0.43, -0.54, 0.43, 0.29, -0.72, 0.40, 0.37]
}

{
  "formula": "C2H24O10",
  "method": "ωB97M-V/def2-TZVPD",
  "smiles": "CCO.O.O.O.O.O.O.O.O.O",
  "relative_energy_kj_mol": 231.5,
  "multiplicity": 1,
  "lumo_energy_ha": 0.0032,
  "mol_weight_g_mol": 208.20,
  "total_charge": 0,
  "e_tot_ev": -22937.1637,
  "gap_ha": 0.3677,
  "symbols": ["C", "C", "O", "H", "H", "H", "H", "H", "H", "O", "H", "H", "O", "H", "H", "O", "H", "H", "O", "H", "H", "O", "H", "H", "O", "H", "H", "O", "H", "H", "O", "H", "H", "O", "H", "H"],
  "coordinates": [[0.122, 0.922, 0.661], [0.733, -0.395, 0.238], [0.715, -0.590, -1.149], [0.261, 0.923, 1.742], [-0.914, 0.937, 0.320], [0.580, 1.791, 0.189], [0.333, -1.275, 0.743], [1.814, -0.384, 0.380], [0.462, -1.512, -1.245], [-0.318, 5.789, -3.298], [0.537, 5.417, -3.517], [-0.884, 5.533, -4.026], [1.718, 6.645, 4.936], [2.514, 7.068, 5.259], [1.879, 6.515, 4.001], [3.741, 7.141, 0.886], [3.843, 8.090, 0.963], [4.636, 6.808, 0.822], [3.171, 2.685, -3.587], [3.796, 2.850, -2.881], [2.741, 1.866, -3.340], [0.928, -5.716, -3.257], [1.257, -6.248, -3.982], [0.036, -6.031, -3.113], [-4.140, -3.347, 0.234], [-4.941, -3.836, 0.420], [-3.705, -3.267, 1.084], [-0.778, -6.968, 2.025], [-1.173, -7.083, 1.160], [-0.779, -7.845, 2.407], [-3.879, -1.132, -3.758], [-3.047, -1.177, -4.229], [-3.737, -1.657, -2.970], [-2.352, -3.814, 5.307], [-3.248, -4.073, 5.524], [-1.922, -4.630, 5.052]],
  "mulliken_charge": [-0.93, -0.27, -0.51, 0.30, 0.27, 0.27, 0.35, 0.22, 0.30, -0.64, 0.32, 0.32, -0.64, 0.31, 0.33, -0.64, 0.32, 0.32, -0.64, 0.31, 0.33, -0.63, 0.32, 0.32, -0.63, 0.31, 0.32, -0.63, 0.31, 0.32, -0.63, 0.32, 0.31, -0.64, 0.32, 0.32]
}

{
  "formula": "C2H28NO11",
  "method": "ωB97M-V/def2-TZVPD",
  "relative_energy_kj_mol": 0.0,
  "multiplicity": 1,
  "lumo_energy_ha": -0.0838,
  "mol_weight_g_mol": 242.24,
  "total_charge": 1,
  "e_tot_ev": -26538.1428,
  "gap_ha": 0.4357,
  "symbols": ["C", "O", "C", "N", "H", "H", "H", "H", "H", "H", "H", "H", "H", "H", "O", "H", "H", "O", "H", "H", "O", "H", "H", "O", "H", "H", "O", "H", "H", "O", "H", "H", "O", "H", "H", "O", "H", "H", "O", "H", "H", "O"],
  "coordinates": [[-1.198, -0.251, -0.704], [-1.526, -0.368, 0.701], [0.313, -0.411, -0.818], [0.861, -0.005, -2.145], [-1.515, 0.710, -1.108], [-1.751, -1.046, -1.203], [-1.601, 0.527, 1.103], [0.789, 0.220, -0.067], [0.629, -1.434, -0.637], [0.888, 1.043, -2.207], [0.325, -0.360, -2.942], [1.834, -0.331, -2.195], [3.076, -0.418, -0.338], [4.105, -1.081, -1.339], [3.264, -0.604, -1.288], [0.119, -4.698, 1.535], [-0.856, -3.632, 0.977], [0.097, -3.826, 1.148], [-0.169, -0.963, 1.821], [0.535, -2.320, 2.037], [0.564, -1.373, 2.317], [1.628, 1.230, 2.251], [0.800, 0.894, 3.491], [0.972, 1.604, 2.865], [2.017, -0.722, 1.770], [3.490, -0.235, 2.017], [2.720, -0.077, 1.454], [-1.911, -0.841, -4.242], [-1.996, 0.668, -3.864], [-1.565, -0.172, -3.649], [-1.942, 2.537, 2.439], [-0.470, 2.049, 2.192], [-1.365, 2.164, 1.753], [-3.239, -3.174, 1.357], [-2.326, -2.045, 0.786], [-2.537, -3.003, 0.735], [1.016, 3.510, -2.701], [-0.007, 3.023, -1.617], [0.770, 2.749, -2.163], [-1.463, 2.913, 0.164], [-1.838, 4.204, -0.635], [-1.490, 3.299, -0.726]],
  "mulliken_charge": [-0.23, -0.57, -0.81, 0.15, 0.18, 0.35, 0.30, 0.17, 0.45, 0.25, 0.39, 0.50, 0.36, 0.31, -0.66, 0.28, 0.41, -0.67, 0.38, 0.38, -0.78, 0.36, 0.34, -0.72, 0.47, 0.29, -0.80, 0.27, 0.27, -0.56, 0.27, 0.42, -0.76, 0.30, 0.43, -0.74, 0.31, 0.38, -0.69, 0.39, 0.30, -0.70]
}

{
  "formula": "C2H28O11S2",
  "method": "ωB97M-V/def2-TZVPD",
  "s_squared": 0.755,
  "multiplicity": 2,
  "lumo_energy_ha": [-0.1367, -0.2919],
  "mol_weight_g_mol": 292.37,
  "total_charge": 1,
  "e_tot_ev": -46715.1944,
  "gap_ha": [0.3733, 0.2181],
  "symbols": ["C", "C", "S", "S", "H", "H", "H", "H", "H", "H", "H", "H", "O", "H", "H", "O", "H", "H", "O", "H", "H", "O", "H", "H", "O", "H", "H", "O", "H", "H", "O", "H", "H", "O", "H", "H", "O", "H", "H", "O", "H", "H", "O"],
  "coordinates": [[3.103, 0.878, -0.279], [2.109, -0.021, -0.991], [2.997, -1.371, -1.788], [1.668, -2.487, -2.789], [3.724, 1.394, -0.999], [3.774, 0.367, 0.411], [2.557, 1.639, 0.270], [1.599, 0.516, -1.782], [1.323, -0.423, -0.343], [1.033, -3.189, -1.798], [0.266, -2.594, 0.799], [1.120, -3.796, 0.383], [0.295, -3.305, 0.118], [-1.136, 2.767, -0.111], [-2.191, 2.895, 1.049], [-1.220, 2.928, 0.855], [3.103, -0.921, 1.708], [1.758, -1.461, 2.210], [2.721, -1.600, 2.287], [2.770, -3.293, 1.667], [3.378, -4.174, 0.551], [2.672, -4.155, 1.158], [1.697, 2.516, -3.259], [0.191, 2.234, -3.018], [0.953, 2.085, -3.653], [-1.539, 3.348, -2.270], [-1.914, 1.877, -2.067], [-1.190, 2.529, -1.878], [-0.206, -0.419, 2.341], [-0.293, -1.902, 2.884], [0.031, -1.387, 2.131], [-3.877, 1.275, 1.285], [-3.240, 1.781, 2.576], [-3.675, 2.089, 1.772], [-3.514, 0.265, -1.605], [-2.893, 0.106, -3.062], [-3.127, 0.767, -2.398], [-5.130, -0.958, -0.477], [-3.845, -0.996, 0.318], [-4.402, -0.417, -0.215], [-0.049, 1.579, 3.320], [-0.758, 1.873, 1.991], [-0.642, 1.161, 2.697]],
  "mulliken_charge": [-1.51, 0.43, 0.22, -0.01, 0.42, 0.50, 0.32, 0.19, 0.10, 0.31, 0.34, 0.47, -0.68, 0.40, 0.42, -0.77, 0.29, 0.46, -0.73, 0.46, 0.28, -0.72, 0.31, 0.43, -0.66, 0.37, 0.46, -0.96, 0.37, 0.29, -0.78, 0.35, 0.33, -0.71, 0.40, 0.33, -0.73, 0.31, 0.35, -0.72, 0.34, 0.46, -0.73]
}

{
  "formula": "C2H2AgFO",
  "method": "ωB97M-V/def2-TZVPD",
  "s_squared": 2.008,
  "relative_energy_kj_mol": 76.9,
  "multiplicity": 3,
  "lumo_energy_ha": [0.0211, -0.1271],
  "mol_weight_g_mol": 168.90,
  "total_charge": 0,
  "e_tot_ev": -10864.7816,
  "gap_ha": [0.2567, 0.2257],
  "symbols": ["C", "C", "O", "H", "H", "Ag", "F"],
  "coordinates": [[-0.346, 0.019, 0.108], [0.743, -0.728, 0.030], [-0.479, 1.349, 0.019], [0.509, -1.798, -0.020], [-1.468, 1.526, -0.079], [2.736, 0.069, -0.015], [-1.695, -0.437, -0.043]],
  "mulliken_charge": [0.67, -0.58, -0.46, 0.48, 0.37, -0.20, -0.29]
}

{
  "formula": "C2H2AlFLiO2",
  "method": "ωB97M-V/def2-TZVPD",
  "relative_energy_kj_mol": 144.1,
  "multiplicity": 1,
  "lumo_energy_ha": [-0.6701, -0.6863],
  "mol_weight_g_mol": 110.96,
  "total_charge": 3,
  "e_tot_ev": -15677.7075,
  "gap_ha": [0.2697, 0.2680],
  "symbols": ["H", "O", "C", "C", "O", "Li", "Al", "F", "H"],
  "coordinates": [[-0.171, 0.016, -1.699], [1.166, 1.294, 0.091], [0.716, 0.450, -0.712], [-0.571, -0.237, -0.299], [-0.561, -0.632, 0.938], [0.841, 1.005, 1.904], [-1.560, -1.598, 1.640], [1.672, -0.450, -1.192], [-1.533, 0.154, -0.673]],
  "mulliken_charge": [0.38, -0.46, 1.00, -0.12, -0.35, 0.94, 1.23, -0.04, 0.42]
}